17
Properties=species:S:1:pos:R:3 method="wB97M-V/def2-TZVPD" relative_energy_ev=1.288 fmax_ev_per_a=0.32 e_lumo_ev=1.209 homo_ev=-9.02 gap_ev=10.23
C -2.078 0.585 1.221
C -1.056 0.987 0.149
C 0.174 0.104 0.124
C 0.133 -1.247 -0.480
N 0.883 -0.177 -1.124
C 2.333 -0.308 -0.974
H -2.480 -0.421 1.053
H -1.651 0.605 2.231
H -2.925 1.281 1.214
H -1.530 0.957 -0.839
H -0.747 2.024 0.326
H 0.855 0.260 0.962
H -0.773 -1.540 -1.010
H 0.686 -2.073 -0.034
H 2.844 0.454 -1.569
H 2.667 -1.291 -1.322
H 2.665 -0.202 0.072